Molecular formula: C31H36N3O6S6Si2TeTm
Method: DFT, wB97M-V/def2-TZVPD

Geometry as XYZ:
```
86
Properties=species:S:1:pos:R:3:mulliken_charge:R:1
Tm 2.178 -0.352 0.089 1.0812
O -0.878 -0.442 3.454 -0.7113
S 0.502 -0.815 3.317 1.0223
O 0.984 -0.721 1.912 0.5427
O 0.939 -2.034 3.993 -0.7275
C 1.529 0.454 4.184 0.4281
C 0.914 1.034 5.292 -0.5921
C 1.626 1.777 6.228 -0.6458
C 2.977 1.910 6.061 -0.6049
C 3.607 1.401 4.930 -0.7828
C 2.904 0.646 3.961 -0.2954
S 3.962 0.247 2.536 1.2970
O 5.296 0.559 2.923 -0.7162
O 3.793 -1.141 2.057 -0.6411
O 3.390 1.122 1.492 -0.5761
H -0.145 0.831 5.450 0.4889
H 1.046 2.236 7.020 0.3730
H 3.578 2.485 6.719 0.3888
H 4.648 1.546 4.792 0.5971
S 4.420 -0.849 -1.214 -0.4007
C 4.016 -0.141 -2.806 0.3897
C 5.053 0.437 -3.555 -1.1237
C 4.775 1.152 -4.729 0.7147
C 5.828 1.913 -5.357 -0.0987
N 6.706 2.529 -5.819 -0.6366
C 3.485 1.130 -5.322 0.3790
C 2.461 0.452 -4.648 -1.0974
C 2.731 -0.179 -3.377 0.4668
S 1.343 -0.985 -2.617 -0.2994
C 3.305 1.810 -6.557 -0.0081
N 3.047 2.352 -7.540 -0.6040
H 6.018 0.426 -3.162 0.5988
H 1.517 0.367 -5.059 0.6206
C -5.638 -4.365 0.062 -1.2016
Si -3.834 -3.846 -0.267 0.2430
C -2.874 -4.101 1.296 -0.7047
C -3.202 -4.870 -1.699 -0.9561
C -3.861 -2.056 -0.691 -0.7763
Te -1.994 -1.028 -0.454 0.1744
C -2.268 0.315 -2.045 -0.0551
Si -3.483 1.724 -1.828 0.3288
C -3.484 2.904 -3.314 -1.2418
C -5.288 1.072 -1.812 -1.1031
C -3.060 2.889 -0.364 -0.8071
H -5.911 -5.414 0.059 0.3502
H -6.335 -3.796 -0.537 0.3598
H -5.881 -4.027 1.103 0.2851
H -2.799 -5.180 1.620 0.3228
H -3.315 -3.527 2.122 0.2890
H -1.869 -3.717 1.175 -0.0036
H -3.037 -5.926 -1.419 0.3131
H -2.261 -4.410 -2.082 0.2434
H -3.913 -4.870 -2.491 0.3181
H -4.526 -1.517 -0.047 0.3888
H -4.232 -1.885 -1.696 0.4312
H -2.340 -0.170 -3.001 0.6198
H -1.269 0.814 -2.043 -0.7001
H -4.095 2.644 -4.138 0.3743
H -2.490 3.193 -3.714 0.3059
H -3.924 3.829 -2.970 0.3453
H -5.518 0.516 -2.733 0.3068
H -6.120 1.806 -1.683 0.3503
H -5.354 0.419 -0.968 0.2634
H -1.993 3.189 -0.556 0.0169
H -3.180 2.425 0.596 0.3289
H -3.782 3.664 -0.443 0.4871
S 1.709 -5.462 -0.120 -0.2235
C 2.353 -4.924 1.395 -0.4449
C 2.442 -3.571 1.394 -0.7583
N 2.128 -2.969 0.234 0.5672
C 1.739 -3.824 -0.645 -0.2586
H 2.451 -5.591 2.221 0.4434
H 2.754 -2.925 2.201 0.4349
H 1.335 -3.514 -1.592 0.3263
S 0.885 1.720 -1.035 -0.3487
C 0.818 2.882 0.237 0.3193
C 0.013 2.615 1.357 -0.5543
C -0.057 3.485 2.430 -0.9693
C 0.578 4.711 2.347 -0.6839
C 1.396 4.968 1.257 -0.4709
C 1.524 4.052 0.225 -0.6414
H -0.415 1.672 1.438 0.9596
H -0.619 3.259 3.311 0.5046
H 0.398 5.418 3.133 0.3656
H 1.953 5.906 1.140 0.2983
H 2.188 4.240 -0.619 0.4111
```

Results
2S+1 = 3
charge = -2
expectation value of S² = 2.002
frontier orbital gap = 6.02 eV
calculated total energy = -6140.2803 a.u.